Molecular formula: C6H13N5O3
Method: DFT, ωB97M-V/def2-TZVPD

Geometry as ORCA input:
```
! wB97M-V def2-TZVPD RIJCOSX def2/J DEFGRID3
* xyz 0 1
C -1.396 -1.575 -1.393
C 0.112 -1.651 -1.348
C 0.694 -1.637 -2.749
C 0.746 -0.521 -0.533
C 0.640 -0.740 1.005
N 0.801 0.520 1.787
N 1.916 0.607 2.624
O 2.851 -0.162 2.704
C -0.086 1.560 1.646
N 0.261 2.757 2.178
N -1.241 1.274 1.145
N -1.986 2.323 0.782
O -1.767 2.942 -0.277
O -2.813 2.750 1.566
H -1.764 -2.100 -2.196
H -1.736 -0.531 -1.458
H -1.970 -1.936 -0.589
H 0.455 -2.635 -1.009
H 0.132 -1.020 -3.369
H 1.719 -1.197 -2.853
H 0.631 -2.582 -3.370
H 0.122 0.351 -0.840
H 1.836 -0.415 -0.797
H -0.289 -1.134 1.237
H 1.424 -1.516 1.286
H -0.506 3.428 2.331
H 1.214 2.840 2.491
*
```

Its HOMO energy is -9.94 eV. Its SMILES is CC(C)CCN(N=O)/C(N)=N/[N+](=O)[O-]. The calculation puts the energy above the lowest of the compared OMol25 structures with the same formula, charge and spin at 19.1 kcal/mol.

Atomic partial charges in e from the natural (NBO) method, atoms 1 to 6:
1 C -0.611
2 C -0.237
3 C -0.602
4 C -0.404
5 C -0.250
6 N -0.271

Molecular formula: C4H6N4
Method: DFT, ωB97M-V/def2-TZVPD

Geometry as ORCA input:
```
! wB97M-V def2-TZVPD RIJCOSX def2/J DEFGRID3
* xyz 0 1
H -1.994 -2.601 -1.273
N -2.204 -1.651 -0.843
C -1.146 -1.065 -0.536
C 0.204 -1.664 -0.612
N 1.217 -1.814 -1.252
N -1.195 0.297 -0.041
N -0.325 1.174 -0.658
C 0.778 1.400 -0.189
C 1.314 1.035 1.307
H -2.095 0.682 0.140
H 1.569 1.911 -1.031
H 2.120 1.735 1.780
H 0.287 0.801 1.977
H 1.469 -0.240 1.231
*
```

Its HOMO energy is -8.70 eV. Its SMILES is [H]/N=C(\C#N)N/N=C\C. The calculation puts the energy above the lowest of the compared OMol25 structures with the same formula, charge and spin at 121.3 kcal/mol.

Atomic partial charges in e from the natural (NBO) method, atoms 1 to 6:
1 H 0.363
2 N -0.598
3 C 0.337
4 C 0.176
5 N -0.230
6 N -0.501

Molecular formula: C5H7NO
Method: DFT, ωB97M-V/def2-TZVPD

Geometry as ORCA input:
```
! wB97M-V def2-TZVPD RIJCOSX def2/J DEFGRID3
* xyz 0 1
C 3.302 -0.020 -0.037
C 1.824 0.226 -0.069
C 0.665 0.365 -0.128
C -0.749 0.665 -0.285
O -1.245 1.786 -0.009
N -1.548 -0.468 -0.476
C -2.755 -0.481 0.279
H 3.555 -0.936 0.903
H 3.704 -0.315 -0.900
H 4.022 0.755 0.547
H -1.711 -0.403 -1.391
H -3.422 -1.055 -0.234
H -2.376 -0.812 1.388
H -3.265 0.691 0.413
*
```

Its HOMO energy is -9.58 eV. Its SMILES is CC#CC(=O)NC. The calculation puts the energy above the lowest of the compared OMol25 structures with the same formula, charge and spin at 112.4 kcal/mol.

Atomic partial charges in e from the natural (NBO) method, atoms 1 to 6:
1 C -0.664
2 C 0.100
3 C -0.147
4 C 0.632
5 O -0.519
6 N -0.663

Molecular formula: C5H9O3Zn
Method: DFT, ωB97M-V/def2-TZVPD

Geometry as ORCA input:
```
! wB97M-V def2-TZVPD RIJCOSX def2/J DEFGRID3
* xyz 2 2
H 1.202 0.453 0.757
O -0.162 0.462 -0.655
O -0.792 0.689 1.545
O 0.015 -1.354 0.734
C 0.723 1.290 -1.085
C -1.560 0.085 2.325
C 0.355 2.259 -2.110
C -2.293 0.796 3.358
C 0.164 -0.134 0.671
H 1.774 0.971 -1.025
H -1.596 -1.013 2.254
H 0.699 3.252 -1.783
H 0.962 2.018 -3.001
H -0.712 2.239 -2.347
H -3.362 0.565 3.212
H -2.031 0.327 4.321
H -2.099 1.870 3.360
Zn 0.295 -3.083 0.417
*
```

Its HOMO energy (alpha / beta) is -15.96 / -20.14 eV. As for the expectation value of S²: 0.751.

Atomic partial charges in e from the natural (NBO) method, atoms 1 to 6:
1 H 0.162
2 O -0.408
3 O -0.399
4 O -0.932
5 C 0.563
6 C 0.567

Molecular formula: C8H12N2Si
Method: DFT, ωB97M-V/def2-TZVPD

Geometry as ORCA input:
```
! wB97M-V def2-TZVPD RIJCOSX def2/J DEFGRID3
* xyz 0 1
C 2.963 -2.928 0.550
C 2.493 -1.853 0.805
C 0.944 1.759 1.017
C 2.049 -0.517 1.004
C 0.524 0.694 0.264
C -2.577 0.434 0.657
C -0.614 -1.541 -1.383
C -1.443 1.518 -1.844
N 1.996 1.600 1.769
N 2.535 0.445 1.784
Si -1.106 0.195 -0.606
H 3.293 -3.968 0.625
H 0.394 2.659 1.030
H -2.462 1.262 1.437
H -3.546 0.830 0.370
H -2.644 -0.481 1.138
H -1.212 -1.786 -2.217
H 0.513 -1.650 -1.632
H -0.931 -2.299 -0.686
H -0.938 1.282 -2.661
H -2.496 1.589 -2.153
H -1.175 2.454 -1.383
H 3.442 0.301 2.115
*
```

Its HOMO energy (alpha / beta) is -7.76 / -7.77 eV. The calculation puts the energy above the lowest of the compared OMol25 structures with the same formula, charge and spin at 162.6 kcal/mol.

Atomic partial charges in e from the natural (NBO) method, atoms 1 to 6:
1 C -0.186
2 C -0.121
3 C -0.114
4 C 0.102
5 C -0.442
6 C -1.091

Molecular formula: C10H16O
Method: DFT, ωB97M-V/def2-TZVPD

Geometry as ORCA input:
```
! wB97M-V def2-TZVPD RIJCOSX def2/J DEFGRID3
* xyz -1 2
C -2.134 1.840 -1.542
C -2.361 1.939 -0.016
O -0.988 2.661 -1.960
H -1.659 1.118 -2.254
H -3.071 2.250 -1.962
H -3.430 2.003 0.196
H -1.115 3.566 -1.611
H -1.959 2.975 0.145
H -1.714 1.220 0.517
C 1.806 -1.344 -1.061
C 3.007 -0.387 -0.932
C 0.845 -1.317 0.074
C 1.453 -1.576 1.357
C -0.448 -0.870 0.096
C 0.725 -1.643 2.516
C -1.266 -1.075 1.266
C -0.642 -1.274 2.530
H 1.309 -1.211 -2.033
H 2.158 -2.408 -1.189
H 2.834 0.678 -0.811
H 2.519 -1.744 1.434
H -0.966 -0.377 -0.716
H 1.314 -1.955 3.399
H -2.215 -0.544 1.309
H -1.260 -1.318 3.413
H 3.510 -0.430 -1.926
H 3.751 -0.776 -0.238
*
```

Its HOMO energy (alpha / beta) is 0.86 / -3.53 eV. As for the expectation value of S²: 0.760. The calculation puts the energy above the lowest of the compared OMol25 structures with the same formula, charge and spin at 47.9 kcal/mol.

Atomic partial charges in e from the natural (NBO) method, atoms 1 to 6:
1 C -0.096
2 C -0.657
3 O -0.746
4 H 0.232
5 H 0.134
6 H 0.203